1.
C41H31N2O4V | wB97M-V/def2-TZVPD

The geometry in XYZ format:
```
79
C41H31N2O4V | the OMol25 dataset | wB97M-V/def2-TZVPD
V 0.01 0.11 -0.35
O -1.37 1.86 -2.94
O -0.38 1.39 0.70
O 2.85 0.99 -1.45
O 0.21 -1.45 -0.95
N -0.60 -1.17 1.62
N 0.60 1.18 -1.92
C 0.09 6.00 2.37
C 1.84 -3.59 1.34
C -3.10 2.17 3.08
C 3.07 -3.70 1.98
C 4.20 -3.17 1.39
C -0.80 -0.54 2.79
C -0.90 1.82 1.93
C -4.53 0.97 1.04
C 0.43 -3.63 -1.91
C -0.74 5.56 1.34
C 0.56 3.31 -4.92
C 0.42 -5.15 -4.25
C 2.07 2.26 -3.37
C -1.95 -2.42 3.70
C -0.28 0.87 2.96
C 0.85 -4.96 -1.89
C 0.02 -3.07 -3.11
C -2.42 1.68 1.97
C 0.84 -5.72 -3.05
C -0.16 1.85 -2.87
C -1.04 -2.44 1.49
C -4.48 2.05 3.18
C 3.18 2.73 -4.03
C 0.32 3.72 3.13
C -0.52 3.28 2.12
C 4.10 -2.52 0.16
C -3.14 1.10 0.94
C 2.87 -2.42 -0.47
C 1.67 3.80 -5.60
C -5.20 1.44 2.16
C 1.95 1.41 -2.14
C 0.40 -2.81 -0.63
C -1.71 -3.09 2.52
C -1.49 -1.13 3.84
C 2.96 3.51 -5.17
C 0.02 -3.83 -4.28
C 0.63 5.08 3.26
C -0.82 -3.21 0.20
C 1.73 -2.95 0.12
C 0.79 2.54 -3.80
C -1.04 4.21 1.22
H -1.68 3.87 0.42
H 0.32 7.05 2.47
H -2.49 -2.90 4.50
H 1.17 -6.75 -3.02
H 0.41 -5.75 -5.15
H -1.65 -0.57 4.75
H 5.16 -3.25 1.88
H -0.45 3.53 -5.25
H 0.76 3.02 3.83
H 0.96 -4.02 1.82
H -2.64 0.75 0.05
H 1.29 5.41 4.05
H -0.30 -3.38 -5.21
H -1.15 6.27 0.64
H -4.99 2.44 4.05
H -0.79 -4.28 0.41
H -1.69 -3.04 -0.45
H -0.50 1.21 3.98
H 1.20 -5.40 -0.96
H 0.80 0.87 2.81
H -5.08 0.53 0.22
H 1.53 4.41 -6.48
H 4.18 2.50 -3.68
H 4.98 -2.09 -0.31
H -0.29 -2.03 -3.13
H 3.81 3.90 -5.72
H -6.27 1.35 2.23
H -2.04 -4.11 2.37
H 3.14 -4.21 2.93
H -2.55 2.66 3.88
H 2.79 -1.90 -1.42
```

Results
calculated total energy: -2935.59348 Eh
HOMO level (spin up / spin down): -8.4 / -8.9 eV
orbital gap (spin up / spin down): 8.76 / 9.21 eV
2S+1: 3

=====

2.
C4H6N2O | wB97M-V/def2-TZVPD

The geometry in XYZ format:
```
13
C4H6N2O | the OMol25 dataset | wB97M-V/def2-TZVPD
O 1.18 1.28 -0.88
N 1.74 -1.07 -0.56
N -1.33 -0.31 0.75
C -1.68 -0.49 -0.65
C -0.05 1.69 -0.49
C 0.96 -0.10 -0.59
C -0.45 0.24 -0.25
H 0.72 1.33 2.16
H 1.20 0.79 2.32
H 2.69 -0.83 -0.83
H -0.91 -1.15 1.14
H -2.53 0.08 -0.99
H -1.53 -1.46 -1.12
```

Results
calculated total energy: -340.56784 Eh
HOMO level: -9.5 eV
orbital gap: 9.64 eV
energy above the lowest of the compared OMol25 structures with the same formula, charge and spin: 142.5 kcal per mole
2S+1: 1

=====

3.
C8H19F4O11PS3 | wB97M-V/def2-TZVPD

The geometry in XYZ format:
```
46
C8H19F4O11PS3 | the OMol25 dataset | wB97M-V/def2-TZVPD
S -0.47 1.93 -0.17
S 3.65 0.58 4.21
S -3.43 1.04 -6.09
P 1.58 -0.12 -0.74
F -1.48 -1.85 -0.05
F -3.42 -1.87 0.97
F -2.71 0.43 -0.70
F -3.43 0.70 1.35
O 0.23 0.85 -1.17
O 1.08 -1.49 -1.44
O -2.97 -0.06 -5.04
O 4.02 -0.30 5.47
O 0.56 2.50 0.64
O 1.17 -0.46 0.80
O -4.75 0.72 -6.56
O 3.16 -0.29 3.18
O 4.72 1.48 3.92
O -1.24 0.90 0.97
O -3.16 2.33 -5.55
C -2.26 0.65 -7.35
C -4.88 -0.40 -3.53
C 4.89 -1.43 5.27
C 6.35 -1.02 5.14
C 2.31 1.47 4.92
C -2.22 -1.26 0.92
C -3.45 0.07 -3.69
C -2.38 0.24 0.60
H 1.51 0.76 5.17
H -2.38 -0.39 -7.62
H 1.96 2.18 4.17
H -5.15 -0.42 -2.47
H -2.78 -0.55 -3.09
H 6.98 -1.91 5.14
H 6.64 -0.38 5.98
H 6.52 -0.47 4.22
H -5.00 -1.40 -3.95
H 2.66 1.98 5.80
H 1.96 -0.76 1.26
H 4.75 -2.05 6.15
H -1.73 -1.35 1.88
H -5.57 0.25 -4.05
H -3.33 1.10 -3.35
H -2.49 1.29 -8.20
H 4.56 -2.00 4.41
H 0.67 -2.06 -0.78
H -1.27 0.86 -6.97
```

Results
calculated total energy: -3079.29035 Eh
HOMO level: -10.0 eV
orbital gap: 10.36 eV
2S+1: 1